Density functional theory data (the ωB97M-V functional and the def2-TZVPD basis) for C57H80GeN6O5P3S3W as an isolated structure in a non-equilibrium geometry.

Output
**Frontier orbital gap (spin up / spin down)**: 3.97 / 3.73 eV
**Total charge**: +2
**HOMO level (spin up / spin down)**: -11.2 / -11.0 eV
**LUMO level (spin up / spin down)**: -7.27 / -7.24 eV
**Spin multiplicity**: 2

```
156
Properties=species:S:1:pos:R:3:mulliken_spin:R:1
W -0.252 -0.259 0.611 0.5481
C -2.616 0.767 4.318 0.0038
C -2.018 2.076 3.804 -0.0125
C -3.122 3.137 3.797 -0.0009
P -0.895 2.003 2.247 0.0614
C -1.707 3.273 1.107 0.0127
N -1.560 3.062 -0.317 -0.0221
Ge -1.274 1.267 -1.046 0.0790
N -0.077 1.496 -2.647 0.0053
C 1.245 0.934 -2.536 0.0137
P 1.375 -0.497 -1.344 0.0735
C 3.243 -0.368 -1.074 -0.0054
C 4.166 -0.266 -2.292 0.0000
C 3.724 -1.455 -0.125 0.0032
C 1.045 -1.904 -2.560 -0.0042
C -0.369 -1.700 -3.099 0.0088
C 1.991 -2.122 -3.736 -0.0029
C -0.553 1.744 -3.910 0.0062
C 0.144 1.588 -5.118 0.0009
C -0.497 1.746 -6.331 -0.0007
C -1.848 2.058 -6.395 0.0012
C -2.539 2.287 -5.219 -0.0038
C -1.890 2.174 -4.001 0.0074
N -2.463 2.592 -2.769 0.0037
C -2.065 3.932 -2.464 0.0007
C -2.084 4.952 -3.401 0.0038
C -1.765 6.246 -3.029 -0.0043
C -1.423 6.506 -1.710 0.0013
C -1.371 5.489 -0.778 -0.0090
C -1.667 4.167 -1.136 -0.0087
C -3.845 2.316 -2.684 0.0331
C -4.836 3.248 -2.932 -0.0271
C -6.163 2.856 -2.990 0.0439
C -6.494 1.514 -2.815 -0.0171
C -5.528 0.585 -2.514 0.0364
C -4.172 0.964 -2.376 -0.0035
N -3.168 0.195 -1.931 0.0820
C -3.424 -1.107 -1.406 -0.0053
P -2.494 -1.372 0.207 -0.0348
C -2.749 -3.217 0.413 -0.0077
C -1.963 -3.963 -0.660 0.0044
C -2.330 -3.640 1.823 0.0106
C -3.828 -0.787 1.419 -0.0153
C -4.197 0.668 1.144 0.0280
C -5.114 -1.615 1.483 0.0000
C 0.431 3.188 2.953 -0.0123
C -0.035 4.418 3.735 -0.0005
C 1.421 2.391 3.795 0.0049
H -2.797 0.871 5.387 0.0000
H -1.928 -0.063 4.193 -0.0011
H -3.569 0.547 3.845 0.0000
H -1.280 2.358 4.561 -0.0015
H -3.938 2.877 3.127 0.0000
H -2.767 4.131 3.548 0.0002
H -3.541 3.185 4.801 -0.0002
H -1.264 4.232 1.373 -0.0069
H -2.774 3.332 1.348 0.0046
H 1.962 1.706 -2.236 0.0011
H 1.559 0.535 -3.501 -0.0022
H 3.309 0.591 -0.547 0.0038
H 4.421 -1.244 -2.684 -0.0004
H 5.098 0.204 -1.981 -0.0001
H 3.748 0.338 -3.092 0.0003
H 3.675 -2.431 -0.605 -0.0006
H 3.109 -1.469 0.777 -0.0078
H 4.760 -1.272 0.158 0.0017
H 1.063 -2.802 -1.938 0.0044
H -1.038 -1.376 -2.293 -0.0077
H -0.746 -2.625 -3.527 -0.0013
H -0.380 -0.944 -3.882 0.0018
H 2.080 -1.242 -4.364 -0.0006
H 1.580 -2.918 -4.355 0.0005
H 2.984 -2.431 -3.432 0.0005
H 1.199 1.371 -5.142 -0.0010
H 0.065 1.632 -7.243 0.0000
H -2.338 2.181 -7.348 -0.0001
H -3.575 2.590 -5.246 0.0006
H -2.358 4.743 -4.423 0.0002
H -1.796 7.045 -3.752 -0.0001
H -1.183 7.514 -1.407 -0.0001
H -1.075 5.743 0.227 -0.0004
H -4.567 4.275 -3.124 -0.0005
H -6.930 3.576 -3.226 0.0012
H -7.522 1.201 -2.919 -0.0002
H -5.821 -0.448 -2.404 0.0002
H -3.135 -1.870 -2.137 0.0029
H -4.484 -1.261 -1.179 0.0029
H -3.815 -3.427 0.271 0.0014
H -0.990 -3.495 -0.790 0.0070
H -2.485 -3.957 -1.613 -0.0008
H -1.829 -5.001 -0.367 -0.0008
H -1.355 -3.233 2.095 -0.0027
H -2.276 -4.726 1.885 0.0001
H -3.047 -3.301 2.570 0.0000
H -3.327 -0.851 2.390 -0.0019
H -4.765 0.766 0.221 0.0038
H -3.299 1.284 1.071 -0.0206
H -4.819 1.054 1.950 0.0000
H -5.578 -1.747 0.508 0.0004
H -5.831 -1.084 2.106 0.0011
H -4.966 -2.589 1.937 0.0006
H 0.945 3.580 2.070 -0.0007
H -0.476 4.174 4.697 0.0001
H -0.735 5.036 3.180 0.0004
H 0.843 5.030 3.934 -0.0004
H 0.947 1.991 4.689 0.0009
H 2.252 3.029 4.096 0.0008
H 1.810 1.537 3.244 -0.0069
O 0.811 -2.429 0.435 0.0506
S 0.947 -3.770 1.199 0.0126
C 2.650 -4.119 1.830 0.0019
C 3.110 -3.465 3.084 -0.0022
C 2.486 -3.735 4.298 0.0012
C 2.952 -3.159 5.465 0.0000
C 4.056 -2.319 5.438 0.0001
C 4.700 -2.070 4.239 0.0000
C 4.226 -2.639 3.069 -0.0013
C 1.154 -5.059 -0.194 0.0013
C 2.498 -5.575 -0.581 -0.0008
C 2.978 -6.771 -0.054 0.0007
C 4.221 -7.254 -0.417 -0.0003
C 5.015 -6.547 -1.305 0.0001
C 4.535 -5.375 -1.862 -0.0002
C 3.286 -4.898 -1.505 -0.0008
H 3.361 -3.970 1.020 0.0010
H 2.532 -5.192 2.004 -0.0005
H 1.626 -4.384 4.323 0.0000
H 2.456 -3.369 6.400 0.0000
H 4.426 -1.878 6.351 0.0000
H 5.581 -1.445 4.208 0.0000
H 4.752 -2.470 2.141 0.0002
H 0.653 -4.637 -1.058 -0.0004
H 0.550 -5.876 0.201 0.0002
H 2.362 -7.341 0.628 0.0000
H 4.570 -8.189 -0.008 0.0000
H 5.990 -6.920 -1.574 0.0000
H 5.129 -4.835 -2.582 0.0000
H 2.903 -4.001 -1.964 -0.0002
C 4.320 1.610 1.855 -0.0008
N 4.003 2.795 1.100 0.0014
C 4.856 3.857 0.912 0.0007
C 4.219 4.768 0.143 -0.0010
N 2.976 4.261 -0.127 -0.0021
C 2.842 3.051 0.458 -0.0061
S 1.449 2.050 0.283 -0.0091
H 4.543 1.862 2.893 0.0000
H 5.193 1.110 1.426 0.0001
H 3.468 0.930 1.835 -0.0012
H 5.837 3.882 1.341 0.0000
H 4.548 5.716 -0.228 0.0001
H 2.247 4.694 -0.671 0.0000
O -1.005 -0.821 2.341 0.0302
S 0.353 -1.003 2.995 -0.0033
O 0.600 -2.419 3.004 0.0058
O 1.224 -0.337 1.957 0.0656
O 0.411 -0.335 4.243 0.0004
```